This record from OMol25 describes C4H7N in the gas phase. The level of theory is wB97M-V/def2-TZVPD.

```
12
Properties=species:S:1:pos:R:3
H 1.433 -0.922 -0.628
H -1.468 0.040 -0.372
C 0.356 -1.032 -0.799
N 0.378 2.374 -1.373
H 0.893 0.362 1.552
C -0.396 0.161 -0.185
H 0.177 -1.096 -1.873
C 0.020 1.403 -0.853
C -0.168 0.245 1.323
H -0.706 1.096 1.739
H 0.005 -1.966 -0.337
H -0.526 -0.666 1.806
```

Properties
Highest occupied orbital energy = -11.56 eV
Structure (SMILES) = CC(C)C#N
Total charge = 0
Kohn-Sham gap = 12.5 eV
Calculated total energy = -5751.417 eV
Energy above the lowest of the compared OMol25 structures with the same formula, charge and spin = 0.0 kcal/mol

=====

This record from OMol25 describes 9 unconnected molecules or ions with the total composition C23H39F3N2O27S4. The level of theory is wB97M-V/def2-TZVPD.

```
98
Properties=species:S:1:pos:R:3
C -1.574 1.198 1.521
C 5.453 -0.840 7.921
O 1.210 -4.435 -0.350
O 8.399 0.876 7.964
H -2.382 -4.407 -3.534
O -4.026 -5.941 -6.965
C -0.092 1.543 1.468
C -7.450 -1.330 3.670
C -4.871 1.874 -7.351
H -2.032 1.437 0.561
H -0.481 -0.585 8.056
C 2.872 1.804 -9.182
C 4.166 1.087 -7.331
H 2.845 -5.745 1.795
N 0.522 1.519 0.263
O 2.920 -5.829 -0.237
C 5.099 0.294 7.056
H -0.984 1.232 -1.185
C 2.208 -6.032 0.958
O -5.026 4.204 -4.706
H -1.651 -1.797 8.493
C -6.360 1.664 -7.021
O 6.888 -0.887 7.699
H 1.939 3.260 -7.718
C 0.990 -5.126 0.870
H 2.071 -7.089 1.188
H -8.162 0.306 2.331
O 0.514 2.006 2.445
H -1.951 1.832 2.323
H 0.450 2.181 -1.699
H 0.127 -0.621 10.148
C -8.173 -0.776 2.463
C 2.178 2.204 -7.849
S -5.464 2.801 -4.976
H -9.151 -1.257 2.440
H -1.349 -2.813 -4.966
O 3.908 0.915 -8.696
H -1.672 0.118 1.633
H -2.907 -2.053 -5.360
S 5.927 6.697 -1.549
F 1.060 1.463 -7.768
H 2.260 1.261 -9.903
H -6.540 0.720 -6.507
H 5.094 -0.002 6.007
C 0.412 -2.455 12.005
H 9.225 7.523 -2.499
C 0.013 -2.586 10.569
O 5.165 0.689 -6.788
H 8.593 8.452 -1.408
O 5.415 5.360 -1.612
O -4.059 -4.651 -4.741
H 4.123 0.718 7.292
O -5.618 -3.224 1.257
O -7.371 -1.330 1.496
N -0.069 -1.540 9.777
C -0.580 -1.608 8.421
O 2.769 -4.478 -2.053
H 1.521 1.632 0.351
H 0.608 -3.501 12.244
O 6.244 1.154 7.368
O -2.578 -3.830 -6.371
H 5.103 -0.525 8.904
H 6.795 9.280 -3.152
H -0.399 -2.229 12.698
O 5.441 7.573 -0.453
H -3.560 -3.007 -3.511
F 4.785 -1.929 7.479
C 0.099 1.331 -1.114
O 7.625 6.585 -1.469
O -5.787 1.878 -3.864
H 0.053 -5.673 0.762
O -7.232 -2.727 3.310
O -6.631 2.755 -6.246
H -4.243 1.062 -7.716
H 3.335 2.633 -9.719
H -7.949 -1.155 4.623
S -4.070 -4.599 -6.356
O -0.156 -3.706 10.111
H -6.457 -0.891 3.766
H 0.044 -2.353 7.927
C 2.341 -4.880 -0.986
H 7.486 8.087 -4.240
C 7.287 0.404 7.729
S -7.054 -2.919 1.619
H 0.691 0.532 -1.560
H 1.227 -1.739 12.107
C 8.218 7.740 -2.143
F 0.976 -4.415 1.957
O -8.076 -3.876 1.031
O 3.068 1.697 -6.848
O 5.947 7.397 -3.083
C -3.101 -3.807 -4.091
C 7.157 8.254 -3.215
O -5.072 -3.700 -6.784
C -2.390 -3.003 -5.226
O -4.346 2.192 -6.043
H -6.927 1.715 -7.950
H -4.842 2.762 -7.982
```

Properties
Highest occupied orbital energy = -9.33 eV
Structure (SMILES) = O=C1OC[C@@H](F)O1.O=C1OC[C@@H](F)O1.O=C1OC[C@@H](F)O1.O=S1(=O)OCCO1.O=S1(=O)OCCO1.O=S1(=O)OCCO1.O=S1(=O)OCCO1.CNC(C)=O.CNC(C)=O
Total charge = 0
Kohn-Sham gap = 9.2 eV
Calculated total energy = -134230.690 eV

=====

This record from OMol25 describes 2 unconnected molecules or ions with the total composition C3H3ClO. The level of theory is wB97M-V/def2-TZVPD.

```
8
Properties=species:S:1:pos:R:3
Cl 1.041 0.638 0.463
C -1.463 0.728 -0.417
H 0.092 0.295 -1.639
H -1.723 0.948 0.507
C 2.260 -1.285 1.714
H -2.089 0.456 -1.210
C -0.202 0.491 -0.638
O 2.084 -2.271 1.222
```

Properties
Highest occupied orbital energy = -9.77 eV
Total charge = 0
Kohn-Sham gap = 10.8 eV
Calculated total energy = -17727.747 eV
Energy above the lowest of the compared OMol25 structures with the same formula, charge and spin = 16.2 kcal/mol

=====

This record from OMol25 describes a molecular structure, C4H12N2. The level of theory is wB97M-V/def2-TZVPD.

```
18
Properties=species:S:1:pos:R:3
H -3.005 -1.030 1.245
H -2.137 -0.143 -0.303
H 3.916 0.033 1.026
C -0.044 0.302 -1.256
C -1.459 -0.150 -1.378
N -2.551 -0.201 0.872
C 0.727 -0.142 0.054
N 2.114 0.223 -0.044
H 0.152 1.374 -1.368
C 2.848 0.145 1.207
H 0.472 -1.206 0.140
H 2.468 -0.659 1.855
H -1.662 -1.124 -1.843
H -1.990 0.620 -1.952
H 0.136 0.354 0.856
H 2.543 1.094 1.701
H 0.427 -0.076 -2.180
H -2.955 0.587 1.368
```

Properties
Highest occupied orbital energy = -19.72 eV
Total charge = +2
Kohn-Sham gap = 7.0 eV
Calculated total energy = -7295.673 eV
Energy above the lowest of the compared OMol25 structures with the same formula, charge and spin = 232.0 kcal/mol

=====

This record from OMol25 describes CH2N2S4 in the gas phase. The level of theory is wB97M-V/def2-TZVPD.

```
9
Properties=species:S:1:pos:R:3
S -0.891 2.489 0.140
C -1.618 0.866 -0.266
S 0.526 0.861 -1.702
S 1.777 1.597 1.006
H 2.036 0.270 0.810
N 0.808 1.900 -0.371
H -0.657 -0.832 -0.587
N -0.817 0.030 -1.083
S -3.029 0.433 0.349
```

Properties
Highest occupied orbital energy = -8.82 eV
Structure (SMILES) = S=C1NSN(S)S1
Total charge = 0
Kohn-Sham gap = 8.4 eV
Calculated total energy = -47388.229 eV
Energy above the lowest of the compared OMol25 structures with the same formula, charge and spin = 17.3 kcal/mol

=====

This record from OMol25 describes a molecular structure, C44H44N10S2W. The level of theory is wB97M-V/def2-TZVPD.

```
101
Properties=species:S:1:pos:R:3
N 7.072 14.690 8.860
C 12.556 13.126 9.584
H 5.804 18.377 15.866
C 8.337 14.763 14.417
N 6.419 17.189 17.383
C 7.621 14.917 10.045
C 14.003 13.417 9.968
C 8.697 9.636 10.166
N 12.288 11.460 16.197
C 15.574 8.973 7.018
H 7.658 15.926 10.406
C 10.270 9.573 7.654
C 14.193 10.363 8.519
H 14.119 16.585 8.602
H 10.256 7.474 8.079
C 10.624 10.801 8.165
C 6.303 17.483 16.108
C 14.200 14.927 10.016
C 7.511 9.572 15.921
H 9.082 7.484 10.120
N 9.400 12.884 12.543
C 8.155 13.844 10.737
H 8.523 14.587 17.214
H 9.717 13.906 15.818
C 13.266 11.128 15.331
C 14.668 9.095 8.218
C 7.551 9.719 10.962
H 13.878 11.097 13.299
C 12.444 15.209 8.296
H 7.421 10.617 15.549
H 7.551 9.651 16.991
C 7.915 14.765 13.102
C 13.230 15.625 11.023
H 12.250 15.685 7.281
H 7.346 11.391 8.594
H 15.109 8.330 6.235
H 13.497 15.356 12.056
H 13.435 6.555 11.623
C 7.602 12.400 8.920
H 6.657 16.950 13.985
C 8.857 9.634 13.723
H 15.719 9.954 6.648
C 11.757 15.263 10.636
H 10.402 15.597 8.931
C 6.843 16.719 15.080
H 10.510 13.653 10.160
H 11.589 13.267 11.520
C 12.954 9.399 10.373
H 12.630 5.991 10.107
H 10.323 9.481 6.561
H 12.831 13.267 7.445
C 9.346 13.855 14.785
H 14.178 10.685 15.731
H 11.496 16.976 9.287
C 8.485 13.871 12.178
H 6.508 9.427 10.733
H 13.356 16.723 10.918
C 13.366 8.094 10.005
C 13.182 10.531 9.519
C 13.137 11.397 13.985
C 9.852 12.953 13.861
C 12.206 13.695 8.227
H 7.196 16.035 18.787
C 11.193 11.961 15.691
C 11.588 13.788 10.535
C 11.471 15.855 9.242
H 11.029 15.654 11.420
H 16.525 8.514 7.262
H 14.533 14.981 7.871
S 9.045 8.830 15.200
N 7.741 10.517 12.006
N 10.934 11.197 9.484
H 14.341 11.208 7.825
C 6.997 13.470 8.309
W 9.654 11.283 10.852
C 13.913 15.463 8.623
C 9.220 8.467 9.605
S 10.273 9.852 12.754
N 7.660 10.024 13.282
C 7.743 15.712 15.417
N 12.008 11.944 13.500
C 7.868 15.362 16.790
H 6.623 9.026 15.716
H 11.835 7.120 11.221
C 9.962 8.452 8.444
H 6.981 15.159 12.820
H 10.709 11.604 7.438
H 10.346 11.978 16.329
C 11.009 12.197 14.331
H 11.118 13.525 8.113
H 6.542 13.362 7.281
N 12.293 11.600 9.645
N 8.295 12.649 10.064
H 15.223 15.154 10.341
H 14.594 6.944 8.690
H 14.681 13.012 9.218
H 14.190 12.878 10.946
C 7.125 16.128 17.725
C 12.801 6.896 10.773
C 14.244 7.929 8.909
H 12.479 9.550 11.334
```

Properties
Highest occupied orbital energy (alpha / beta) = -12.70 / -12.71 eV
Total charge = +2
Kohn-Sham gap (alpha / beta) = 5.3 / 5.1 eV
Calculated total energy = -84717.824 eV
Energy above the lowest of the compared OMol25 structures with the same formula, charge and spin = 175.2 kcal/mol
2S+1 = 3

=====

Values for maximum force, eV/A, ordered as above
1.26 5.40 4.61 4.46 3.22 3.32